# 1
The following is a quantum chemistry calculation of a single C3H3N3S molecule, from the OMol25 dataset.

Structure (XYZ):
```
10
C3H3N3S (ωB97M-V/def2-TZVPD)
C -0.17 0.19 -0.42
C 0.47 -0.76 1.36
C -0.63 -1.52 0.74
H 0.27 2.84 -2.56
H 0.97 -0.99 2.28
H -1.11 -2.43 1.10
N -0.28 1.02 -1.40
N 0.75 0.27 0.65
N -1.03 -0.94 -0.34
S 0.77 2.33 -1.43
```

orbital gap: 7.906 eV
2S+1: 1
maximum force: 0.01806 Eh/bohr
ΔE to the lowest compared entry with this formula, charge and spin: 35.8 kcal per mole
SMILES string: SN=C1N=CC=N1

Okay, here come the Mulliken numbers, in e, for every atom: C 0.5305; C -0.1105; C -0.0691; H 0.1802; H 0.4073; H 0.3866; N -0.3337; N -0.4608; N -0.4712; S -0.0592



# 2
The following is a quantum chemistry calculation of a gas-phase ion, C3H3N4OS (charge -1) in a non-equilibrium geometry, from the OMol25 dataset.

Structure (XYZ):
```
12
C3H3N4OS (ωB97M-V/def2-TZVPD)
C -0.92 -0.39 -0.04
C 0.40 0.10 -0.03
C 2.77 0.16 0.21
N -1.47 -1.62 0.00
N -1.95 0.51 -0.27
N -2.82 -1.46 -0.01
N -3.12 -0.24 -0.14
O 1.61 -0.46 0.04
S 4.29 -0.46 -0.19
H 0.55 1.13 0.14
H 2.56 1.18 0.47
H -1.90 1.54 -0.18
```

orbital gap (alpha / beta): 6.086 / 6.085 eV
2S+1: 1
maximum force: 0.07692 Eh/bohr
total charge: -1
ΔE to the lowest compared entry with this formula, charge and spin: 72.4 kcal per mole
SMILES string: S=CO/C=C1\[N-]N=NN1

Okay, here come the Mulliken numbers, in e, for every atom: C 0.5289; C -0.3986; C -0.0716; N -0.4325; N 0.0334; N -0.2690; N -0.4185; O -0.1817; S -0.3939; H 0.0977; H 0.2368; H 0.2690



Q: Number 2 is which compound?
A: C3H3N4OS